Density functional theory data (ωB97M-V/def2-TZVPD) for C6H8NOPS2 in the gas phase at a distorted geometry.

Geometry (Å):
C1 -4.66614 -0.42919 2.22889
C2 -3.49821 -0.67380 1.99805
C3 -1.49763 -0.22808 0.95927
C4 -2.12359 -1.00172 1.97375
C5 2.96853 0.33231 -0.13517
C6 1.87104 0.13405 -2.36454
N1 1.78660 0.32054 -0.97216
O1 -0.35957 -0.35980 0.40621
P1 0.44667 1.05022 -0.23790
S1 -0.81832 1.82838 -1.58668
S2 -1.62053 -2.24375 3.04635
H1 -5.66042 -0.62093 2.15591
H2 -2.18775 0.59571 0.58891
H3 3.27054 -0.71092 -0.08785
H4 3.65402 1.01456 -0.72327
H5 2.53738 0.74465 0.83953
H6 2.25592 0.99687 -2.87754
H7 2.64291 -0.60760 -2.45705
H8 0.99853 -0.14151 -2.75471

Calculated values
Total energy in eV: -40843.7084
Energy relative to the best compared isomer or geometry (same formula, charge and spin) in eV: 6.362
Orbital gap (spin up / spin down) in eV: 5.148 / 6.811